The following is a DFT calculation (ωB97M-V with the def2-TZVPD basis set) of a structure of composition C3H10OSiTl in a non-equilibrium geometry.

Computed properties:
Total charge: +3
Kohn-Sham gap: 0.1562 hartree
HOMO level: -23.648 eV

Cartesian coordinates (Å):
O (-2.02, 1.09, 1.34)
C (-1.18, 0.06, 0.65)
C (0.37, 0.58, 0.41)
C (0.80, 0.27, -1.16)
Si (2.08, -1.19, -1.07)
H (-2.93, 0.62, 1.39)
H (-1.24, -0.91, 1.34)
H (-1.72, -0.19, -0.36)
H (0.52, 1.72, 0.64)
H (1.04, -0.03, 1.16)
H (-0.12, 0.00, -1.85)
H (1.37, 1.19, -1.63)
H (2.34, -1.82, -2.38)
H (3.31, -0.63, -0.46)
H (1.49, -2.21, -0.21)
Tl (-4.12, 1.46, 2.19)